C4H8O | ωB97M-V/def2-TZVPD

Energy above the lowest of the compared OMol25 structures with the same formula, charge and spin: 7.4 kcal per mole
Structure (SMILES): CC(C)C=O
HOMO-LUMO gap: 10.772 eV
HOMO energy: -9.8 eV
Multiplicity: 1
Total charge: 0

Bonds (Å) are listed after each position.
Atoms and positions in Å:
1 C -1.1985 -0.9037 0.2340  H4 1.112, O5 1.208, C9 1.511
2 H -0.2900 0.9019 1.6842  C10 1.096
3 H 1.2297 1.3116 0.8923  C10 1.093
4 H -1.2638 -1.5808 1.1137  C1 1.112
5 O -2.1911 -0.6076 -0.3870  C1 1.208
6 C 0.2306 0.3891 -1.3700  H8 1.095, C9 1.525, H12 1.094, H13 1.095
7 H 1.1322 -0.1173 1.9276  C10 1.094
8 H -0.2165 -0.2091 -2.1701  C6 1.095
9 C 0.1859 -0.3681 -0.0473  C1 1.511, C6 1.525, C10 1.548, H11 1.099
10 C 0.5889 0.4760 1.1864  H2 1.096, H3 1.093, H7 1.094, C9 1.548
11 H 0.8583 -1.2359 -0.1045  C9 1.099
12 H -0.3306 1.3263 -1.3114  C6 1.094
13 H 1.2648 0.6175 -1.6479  C6 1.095

Atom charges from the Löwdin analysis, given in e for atoms 1 to 2:
1. C -0.2611
2. H 0.0814

***

C4H8O | ωB97M-V/def2-TZVPD

Energy above the lowest of the compared OMol25 structures with the same formula, charge and spin: 42.5 kcal per mole
Structure (SMILES): OCC1CC1
HOMO-LUMO gap: 10.789 eV
HOMO energy: -9.7 eV
Multiplicity: 1
Total charge: 0

Bonds (Å) are listed after each position.
Atoms and positions in Å:
1 H 2.3078 0.9306 0.0640  C8 1.117
2 C -1.2639 0.6180 0.0625  C3 1.497, H7 1.082, H10 1.089, C13 1.494
3 C -1.0347 -0.7428 -0.5176  C2 1.497, H4 1.098, H9 1.095, C13 1.565
4 H -1.5191 -0.9621 -1.4780  C3 1.098
5 H 1.2259 0.7954 1.4025  C8 1.117
6 H 1.0668 -1.3875 0.8810  O12 0.961
7 H -1.9233 1.3398 -0.4008  C2 1.082
8 C 1.3798 0.3911 0.3729  H1 1.117, H5 1.117, O12 1.406, C13 1.572
9 H -1.1010 -1.6195 0.1353  C3 1.095
10 H -1.2753 0.6182 1.1518  C2 1.089
11 H 0.2743 0.6269 -1.5515  C13 1.086
12 O 1.7769 -0.9577 0.3965  H6 0.961, C8 1.406
13 C 0.0859 0.3496 -0.5185  C2 1.494, C3 1.565, C8 1.572, H11 1.086

Atom charges from the Löwdin analysis, given in e for atoms 1 to 2:
1. H 0.1233
2. C -0.1581

***

Number 1: E_tot -232.43379 Ha, LUMO energy 0.997 eV. Number 2: E_tot -232.37791 Ha, LUMO energy 1.057 eV.